No. 1
A cluster of 2 separate species, C3H11N2O2 in total. Source: the Open Molecules 2025 dataset; level of theory: wB97M-V/def2-TZVPD.

Bonds (Å) are listed after each position.
Geometry (Å):
1 N 0.2805 -1.5519 -1.5617  C2 1.474, H7 1.043, H8 1.038, H9 1.049
2 C -0.0476 -0.5200 -0.5614  N1 1.474, C3 1.506, H10 1.080, H11 1.091
3 C -0.6267 -1.2034 0.6499  C2 1.506, N4 1.340, O6 1.219
4 N -0.9478 -0.3928 1.6674  C3 1.340, C5 1.441, H12 1.005
5 C -0.9333 1.0455 1.5838  N4 1.441, H13 1.085, H14 1.073, H15 1.093
6 O -0.8154 -2.4064 0.6018  C3 1.219
7 H -0.2557 -1.4606 -2.4522  N1 1.043
8 H 0.0562 -2.4640 -1.1208  N1 1.038
9 H 1.2928 -1.5081 -1.8324  N1 1.049
10 H 0.8117 0.0840 -0.3097  C2 1.080
11 H -0.8152 0.1431 -0.9643  C2 1.091
12 H -1.2219 -0.7420 2.5690  N4 1.005
13 H -0.7948 1.4529 2.5794  C5 1.085
14 H -1.7903 1.5119 1.1377  C5 1.073
15 H -0.0549 1.4893 1.1076  C5 1.093
16 H 1.8919 2.5491 -0.3657  O18 0.969
17 H 2.3906 1.9716 -1.6269  O18 0.967
18 O 1.5797 2.0018 -1.1014  H16 0.969, H17 0.967

Results
ΔE to the lowest compared entry with this formula, charge and spin: 13.2 kcal/mol
E_HOMO (spin up / spin down): -3.3 / -10.5 eV
LUMO (spin up / spin down): 0.476 / 0.357 eV
2S+1: 2
Kohn-Sham gap (spin up / spin down): 3.76 / 10.86 eV
charge: 0

---

No. 2
A cluster of 2 separate species, C3H11N2S in total. Source: the Open Molecules 2025 dataset; level of theory: wB97M-V/def2-TZVPD.

Bonds (Å) are listed after each position.
Geometry (Å):
1 C 0.2480 1.9473 -0.1133  C3 1.444, H7 1.115, H8 1.007, H9 1.197
2 C -0.6764 -0.0274 1.2451  C3 1.460, N5 1.460, H10 1.070, H11 1.148
3 C -0.3452 0.6351 -0.0132  C1 1.444, C2 1.460, N4 1.307
4 N -0.6004 -0.0722 -1.0826  C3 1.307, H12 1.017, H13 1.054
5 N -1.4590 -1.2486 1.0758  C2 1.460, H14 0.962, H15 0.968
6 S 2.4294 -1.3685 -0.9384  H16 1.339, H17 1.365
7 H 1.0060 2.0398 -0.9263  C1 1.115
8 H 0.8006 1.9382 0.7281  C1 1.007
9 H -0.5666 2.8049 0.0722  C1 1.197
10 H -1.0128 0.6130 2.0338  C2 1.070
11 H 0.3854 -0.2172 1.6392  C2 1.148
12 H -1.1330 -0.9077 -0.8551  N4 1.017
13 H -0.4185 0.0565 -2.1129  N4 1.054
14 H -2.3295 -1.1180 1.4638  N5 0.962
15 H -1.0703 -2.1047 1.3062  N5 0.968
16 H 2.8194 -2.4433 -1.6360  S6 1.339
17 H 1.9229 -0.5273 -1.8862  S6 1.365

Results
ΔE to the lowest compared entry with this formula, charge and spin: 37.5 kcal/mol
E_HOMO: -13.3 eV
LUMO: -4.179 eV
2S+1: 1
Kohn-Sham gap: 9.14 eV
charge: +1

---

No. 3
A cluster of 2 separate species, C3H11N2S in total. Source: the Open Molecules 2025 dataset; level of theory: wB97M-V/def2-TZVPD.

Bonds (Å) are listed after each position.
Geometry (Å):
1 C -2.5102 1.3194 0.4526  N4 1.463, H5 1.085, H6 1.086, H7 1.087
2 N -0.6613 -1.4163 -1.1732  C3 1.316, H8 1.007, H9 1.008
3 C -1.1982 -0.2412 -0.9254  N2 1.316, N4 1.300, H10 1.083
4 N -1.8056 0.0658 0.1823  C1 1.463, C3 1.300, H11 1.015
5 H -3.5571 1.1362 0.6720  C1 1.085
6 H -2.4390 1.9358 -0.4381  C1 1.086
7 H -2.0233 1.8379 1.2742  C1 1.087
8 H -0.8767 -2.2244 -0.6127  N2 1.007
9 H 0.0911 -1.4972 -1.8398  N2 1.008
10 H -1.1011 0.5392 -1.6705  C3 1.083
11 H -1.7788 -0.6052 0.9435  N4 1.015
12 C 2.8112 -0.0816 0.0725  S13 1.805, H14 1.088, H15 1.093, H16 1.085
13 S 3.4761 -1.0756 1.4251  C12 1.805, H17 1.340
14 H 3.3460 -0.2732 -0.8552  C12 1.088
15 H 1.7639 -0.3211 -0.1282  C12 1.093
16 H 2.8663 0.9749 0.3145  C12 1.085
17 H 3.5965 -0.0733 2.3064  S13 1.340

Results
ΔE to the lowest compared entry with this formula, charge and spin: 17.9 kcal/mol
E_HOMO: -11.8 eV
LUMO: -3.810 eV
2S+1: 1
Kohn-Sham gap: 8.00 eV
charge: +1

---

No. 4
A cluster of 2 separate species, C3H11N2S in total. Source: the Open Molecules 2025 dataset; level of theory: wB97M-V/def2-TZVPD.

Bonds (Å) are listed after each position.
Geometry (Å):
1 C 0.6298 0.2865 2.0021  S2 1.859, H4 1.090, H5 1.121, H6 1.147
2 S -0.8492 0.1882 0.8799  C1 1.859, C3 1.770
3 C -1.7930 -1.3010 1.0369  S2 1.770, H7 1.106, H8 1.149, H9 1.111
4 H 0.9113 -0.7168 2.3222  C1 1.090
5 H 0.3141 0.8693 2.9060  C1 1.121
6 H 1.5368 0.6153 1.3814  C1 1.147
7 H -2.8042 -1.0810 0.6466  C3 1.106
8 H -1.3851 -2.0273 0.2454  C3 1.149
9 H -1.6193 -1.5900 2.0952  C3 1.111
10 N 1.9838 0.3989 -1.1127  C11 1.369, H13 0.954, H14 1.001
11 C 1.0443 0.3818 -2.1084  N10 1.369, N12 1.290, H15 1.072
12 N -0.1957 0.0846 -1.9141  C11 1.290, H16 0.999, H17 1.056
13 H 2.0487 -0.1973 -0.3704  N10 0.954
14 H 2.9197 0.7477 -1.1795  N10 1.001
15 H 1.3645 0.8523 -3.0172  C11 1.072
16 H -0.9577 0.0704 -2.5596  N12 0.999
17 H -0.5451 -0.1413 -0.9432  N12 1.056

Results
ΔE to the lowest compared entry with this formula, charge and spin: 38.7 kcal/mol
E_HOMO: -12.7 eV
LUMO: -3.621 eV
2S+1: 1
Kohn-Sham gap: 9.10 eV
charge: +1

---

No. 5
A cluster of 2 separate species, C3H11N2S in total. Source: the Open Molecules 2025 dataset; level of theory: wB97M-V/def2-TZVPD.

Bonds (Å) are listed after each position.
Geometry (Å):
1 C -2.0984 2.4845 1.2745  C2 1.513, H4 1.087, H5 1.099, H6 1.087
2 C -1.9865 1.1503 1.9796  C1 1.513, S3 1.780, H7 1.094, H8 1.100
3 S -1.3586 -0.1695 0.9639  C2 1.780, H9 1.348
4 H -2.6930 2.4506 0.3657  C1 1.087
5 H -1.1459 2.9627 1.0054  C1 1.099
6 H -2.4663 3.1984 2.0065  C1 1.087
7 H -1.4355 1.2077 2.9226  C2 1.094
8 H -2.9776 0.9536 2.4136  C2 1.100
9 H -1.3936 -1.2064 1.8250  S3 1.348
10 N 1.5607 -1.9981 -1.5965  C11 1.317, H13 1.014, H14 1.018
11 C 2.5168 -1.3158 -2.1922  N10 1.317, N12 1.303, H15 1.075
12 N 2.9345 -0.1587 -1.7612  C11 1.303, H16 1.020, H17 1.009
13 H 1.2861 -1.6992 -0.6668  N10 1.014
14 H 1.4361 -2.9791 -1.8372  N10 1.018
15 H 2.9405 -1.6883 -3.1070  C11 1.075
16 H 3.5165 0.3621 -2.4175  N12 1.020
17 H 2.7314 0.2696 -0.8709  N12 1.009

Results
ΔE to the lowest compared entry with this formula, charge and spin: 14.6 kcal/mol
E_HOMO: -11.8 eV
LUMO: -3.912 eV
2S+1: 1
Kohn-Sham gap: 7.89 eV
charge: +1

---

No. 6
A cluster of 2 separate species, C3H11N2S in total. Source: the Open Molecules 2025 dataset; level of theory: wB97M-V/def2-TZVPD.

Bonds (Å) are listed after each position.
Geometry (Å):
1 C 0.1312 -0.2324 -3.3381  C2 1.519, H4 1.091, H5 1.152, H6 1.129
2 C -0.2977 -0.9124 -2.0494  C1 1.519, S3 1.801, H7 1.034, H8 1.040
3 S 1.0493 -1.2054 -0.8906  C2 1.801, H9 1.365
4 H 0.5795 0.7232 -3.0635  C1 1.091
5 H 0.8743 -0.8758 -3.9388  C1 1.152
6 H -0.7329 -0.1479 -4.0597  C1 1.129
7 H -0.8525 -1.7598 -2.2587  C2 1.034
8 H -0.8632 -0.2683 -1.4609  C2 1.040
9 H 0.3862 -2.2449 -0.3054  S3 1.365
10 N 0.1805 0.3999 1.6411  C11 1.303, H13 1.016, H14 1.047
11 C -0.4707 0.9991 2.5977  N10 1.303, N12 1.367, H15 1.138
12 N 0.0233 1.1432 3.8638  C11 1.367, H16 0.997, H17 1.000
13 H 0.9565 -0.2115 1.8784  N10 1.016
14 H 0.0299 0.4979 0.6094  N10 1.047
15 H -1.3784 1.5911 2.2504  C11 1.138
16 H -0.3957 1.9211 4.3248  N12 0.997
17 H 0.7804 0.5829 4.1995  N12 1.000

Results
ΔE to the lowest compared entry with this formula, charge and spin: 34.7 kcal/mol
E_HOMO (spin up / spin down): -19.5 / -19.5 eV
LUMO (spin up / spin down): -7.818 / -12.755 eV
2S+1: 2
Kohn-Sham gap (spin up / spin down): 11.71 / 6.77 eV
charge: +2

---

No. 7
The molecule C3H11N3. Source: the Open Molecules 2025 dataset; level of theory: wB97M-V/def2-TZVPD.

Bonds (Å) are listed after each position.
Geometry (Å):
1 C -1.7443 -1.1729 0.3560  N2 1.451, H5 1.094, H6 1.094, H7 1.091
2 N -1.0530 -0.2550 -0.5305  C1 1.451, H3 1.014, C10 1.496
3 H -1.6040 0.4590 -0.9940  N2 1.014
4 H -0.7464 1.1498 0.4807  N11 1.150
5 H -2.2877 -0.6143 1.1236  C1 1.094
6 H -2.4580 -1.7677 -0.2224  C1 1.094
7 H -1.0925 -1.8811 0.8697  C1 1.091
8 C 1.2931 -1.0922 -0.0575  C10 1.520, H15 1.094, H16 1.094, H17 1.095
9 N 0.9036 2.3548 -0.0863  N11 1.464, H12 1.022, H13 1.022
10 C 0.4066 0.0685 -0.4799  N2 1.496, C8 1.520, N11 1.455, H14 1.096
11 N 0.4027 1.1216 0.5235  H4 1.150, N9 1.464, C10 1.455
12 H 0.7993 3.1170 0.5874  N9 1.022
13 H 1.9114 2.2766 -0.2365  N9 1.022
14 H 0.6830 0.3975 -1.4881  C10 1.096
15 H 2.3443 -0.7999 -0.1363  C8 1.094
16 H 1.1182 -1.3917 0.9804  C8 1.094
17 H 1.1237 -1.9700 -0.6897  C8 1.095

Results
ΔE to the lowest compared entry with this formula, charge and spin: 67.7 kcal/mol
E_HOMO: -7.5 eV
LUMO: 1.192 eV
2S+1: 1
Kohn-Sham gap: 8.73 eV
charge: 0

---

No. 8
A cluster of 2 separate species, C3H11N3 in total. Source: the Open Molecules 2025 dataset; level of theory: wB97M-V/def2-TZVPD.

Bonds (Å) are listed after each position.
Geometry (Å):
1 C 1.7163 -0.6324 1.1009  C2 1.318, H4 1.051, H5 1.031
2 C 2.2617 -0.9619 -0.0533  C1 1.318, N3 1.367, H6 1.129
3 N 2.5425 -2.0824 -0.7843  C2 1.367, H7 1.034, H8 1.026
4 H 1.1487 -1.2605 1.7238  C1 1.051
5 H 1.9899 0.3388 1.3138  C1 1.031
6 H 2.4769 -0.1215 -0.7760  C2 1.129
7 H 2.5626 -1.9073 -1.8036  N3 1.034
8 H 2.0520 -2.9609 -0.5816  N3 1.026
9 N -1.0863 2.0745 0.2370  C10 1.524, H12 0.975, H13 1.027
10 C -2.4349 1.3946 0.0300  N9 1.524, N11 1.435, H14 1.071, H15 1.123
11 N -2.3442 -0.0134 -0.2307  C10 1.435, H16 1.034, H17 1.068
12 H -0.5063 1.8015 -0.4974  N9 0.975
13 H -0.6192 1.7748 1.1014  N9 1.027
14 H -2.9791 1.5060 0.9461  C10 1.071
15 H -2.8990 1.8121 -0.9035  C10 1.123
16 H -2.2939 -0.3257 -1.2151  N11 1.034
17 H -1.5876 -0.4363 0.3926  N11 1.068

Results
ΔE to the lowest compared entry with this formula, charge and spin: 49.7 kcal/mol
E_HOMO: -8.6 eV
LUMO: 0.800 eV
2S+1: 1
Kohn-Sham gap: 9.35 eV
charge: 0